Entry from OMol25: C8H24InNa2O8S as an isolated structure at a distorted geometry (the ωB97M-V functional and the def2-TZVPD basis).

Computed properties:
- Frontier orbital gap: 2.406 eV
- Net charge: +3
- E: -49875.6206 eV

Each line ends with the Löwdin charge.
CARTESIAN COORDINATES (ANGSTROEM)
1 In -5.225 1.949 -0.109  1.190
2 Na -2.082 2.645 3.096  0.780
3 Na -3.854 -0.744 3.601  0.833
4 S -2.255 0.467 0.865  0.290
5 O -2.606 1.862 0.403  -0.543
6 O -1.321 0.623 2.004  -0.371
7 O -3.510 -0.200 1.323  -0.449
8 O -1.635 -0.228 -0.287  -0.330
9 C 3.114 1.517 4.100  -0.031
10 C 1.974 1.443 3.111  -0.253
11 O 0.833 0.831 3.719  -0.017
12 H 3.278 2.552 4.398  0.094
13 H 4.032 1.131 3.661  0.098
14 H 2.865 0.956 4.997  0.095
15 H 2.179 0.928 2.169  0.126
16 H 1.667 2.495 2.886  0.148
17 H 0.168 0.654 3.040  0.021
18 C 0.005 -4.417 -1.114  0.007
19 C 0.032 -3.256 -0.073  -0.220
20 O -1.279 -2.875 0.205  0.074
21 H -0.398 -5.324 -0.677  0.098
22 H 1.033 -4.625 -1.431  0.106
23 H -0.538 -4.088 -1.998  0.084
24 H 0.623 -2.408 -0.421  0.115
25 H 0.440 -3.655 0.878  0.169
26 H -1.433 -1.912 0.071  0.051
27 C 2.199 2.465 -1.160  -0.030
28 C 0.844 1.890 -0.825  -0.281
29 O 0.225 2.663 0.167  0.022
30 H 2.038 3.532 -1.362  0.107
31 H 2.588 2.039 -2.078  0.094
32 H 2.872 2.436 -0.304  0.095
33 H 0.862 0.837 -0.474  0.136
34 H 0.251 1.929 -1.783  0.145
35 H -0.654 2.292 0.350  0.033
36 C -0.093 -1.272 -3.689  0.019
37 C -1.237 -0.203 -3.607  -0.207
38 O -2.245 -0.649 -2.791  0.100
39 H 0.252 -1.577 -2.704  0.064
40 H 0.744 -0.785 -4.209  0.106
41 H -0.375 -2.120 -4.309  0.105
42 H -1.630 -0.004 -4.602  0.144
43 H -0.772 0.720 -3.190  0.134
44 H -1.980 -0.512 -1.846  0.051

Atoms 1-3, force components in eV/Å:
In 0.168 -0.063 -0.171
Na 0.473 0.138 -0.276
Na -0.018 -0.472 -0.328

---

Entry from OMol25: C33H53N2OP2SSn as an isolated structure at a distorted geometry (the ωB97M-V functional and the def2-TZVPD basis).

Computed properties:
- Frontier orbital gap: 6.064 eV
- Net charge: +1
- E: -75345.9234 eV

Each line ends with the Löwdin charge.
CARTESIAN COORDINATES (ANGSTROEM)
1 C -0.947 2.693 0.144  -0.385
2 C -2.369 1.066 -0.797  -0.365
3 C -1.745 3.732 -0.311  -0.062
4 C -3.297 2.088 -1.135  -0.033
5 C -2.991 3.412 -0.879  -0.063
6 H -1.382 4.753 -0.211  0.109
7 H -4.196 1.779 -1.670  0.115
8 H -3.686 4.212 -1.123  0.110
9 N -1.344 1.412 0.057  -0.084
10 P 0.742 1.709 2.088  0.999
11 P -1.504 -1.681 -1.372  0.982
12 C 0.421 2.939 0.761  -0.246
13 H 1.216 2.849 -0.001  0.082
14 H 0.489 3.962 1.157  0.087
15 C -2.434 -0.205 -1.411  -0.326
16 H -3.369 -0.371 -1.959  0.066
17 C -1.233 -1.882 -3.310  -0.637
18 C -2.539 -3.171 -0.636  -0.676
19 C 2.595 1.783 2.346  -0.685
20 C -0.365 2.365 3.485  -0.656
21 C 0.158 -2.530 -3.422  -0.105
22 H 0.184 -3.536 -2.976  0.069
23 H 0.442 -2.623 -4.482  0.088
24 H 0.922 -1.916 -2.923  0.052
25 C -2.332 -2.706 -3.995  -0.099
26 H -2.395 -3.749 -3.664  0.064
27 H -3.315 -2.228 -3.876  0.081
28 H -2.122 -2.726 -5.077  0.093
29 C -1.245 -0.509 -3.999  -0.100
30 H -0.894 -0.626 -5.037  0.099
31 H -2.255 -0.079 -4.035  0.088
32 H -0.582 0.212 -3.511  0.022
33 C -1.722 -4.434 -0.969  -0.102
34 H -0.705 -4.366 -0.549  0.070
35 H -2.218 -5.308 -0.520  0.091
36 H -1.641 -4.613 -2.050  0.058
37 C -2.643 -3.034 0.897  -0.149
38 H -1.654 -3.021 1.381  0.014
39 H -3.198 -2.132 1.194  0.079
40 H -3.192 -3.910 1.285  0.095
41 C -3.961 -3.232 -1.194  -0.097
42 H -3.997 -3.396 -2.275  0.054
43 H -4.469 -4.086 -0.717  0.089
44 H -4.523 -2.320 -0.953  0.082
45 C 0.038 1.624 4.769  -0.094
46 H -0.609 1.985 5.584  0.100
47 H -0.121 0.539 4.667  0.034
48 H 1.081 1.826 5.054  0.069
49 C -1.830 2.017 3.144  -0.091
50 H -2.164 2.525 2.231  0.074
51 H -1.982 0.930 3.038  0.022
52 H -2.467 2.372 3.969  0.105
53 C -0.258 3.885 3.668  -0.074
54 H -0.833 4.149 4.569  0.100
55 H 0.773 4.226 3.823  0.066
56 H -0.694 4.434 2.824  0.083
57 C 3.298 1.615 0.980  -0.090
58 H 3.191 2.504 0.343  0.081
59 H 4.375 1.460 1.157  0.102
60 H 2.922 0.738 0.431  0.054
61 C 3.005 0.609 3.254  -0.095
62 H 2.816 -0.355 2.758  0.014
63 H 4.086 0.682 3.448  0.100
64 H 2.483 0.615 4.220  0.067
65 C 2.970 3.131 2.979  -0.084
66 H 2.638 3.980 2.365  0.086
67 H 2.570 3.240 3.997  0.073
68 H 4.066 3.187 3.055  0.097
69 Sn -0.317 -0.449 1.086  0.953
70 C -1.353 -1.311 3.862  -0.059
71 O -1.773 -2.214 4.422  0.088
72 N 0.755 -0.074 -0.831  0.028
73 C 0.846 0.486 -1.881  -0.088
74 C 1.710 1.053 -2.893  -0.210
75 C 3.070 0.703 -2.838  -0.024
76 C 1.255 1.928 -3.906  -0.020
77 C 3.961 1.176 -3.799  -0.057
78 H 3.427 0.057 -2.029  0.120
79 C 2.149 2.373 -4.885  -0.050
80 H 0.215 2.253 -3.917  0.124
81 C 3.500 2.008 -4.825  -0.053
82 H 5.017 0.901 -3.756  0.117
83 H 1.784 3.012 -5.692  0.117
84 H 4.203 2.371 -5.577  0.117
85 C 2.457 -4.030 0.761  -0.373
86 S 1.937 -2.464 1.516  0.644
87 C 1.412 -3.199 3.081  -0.394
88 H 2.446 -3.923 -0.326  0.036
89 H 1.791 -4.843 1.067  0.047
90 H 3.479 -4.233 1.101  0.044
91 H 0.475 -3.756 2.933  0.042
92 H 2.212 -3.889 3.394  0.054
93 H 1.280 -2.428 3.848  0.028

Atoms 1-3, force components in eV/Å:
C -0.316 0.917 -0.196
C 0.571 -1.700 -0.669
C 1.228 -0.216 0.559

---

Entry from OMol25: CrF4H8N2O12S4 as an isolated structure at a distorted geometry (the ωB97M-V functional and the def2-TZVPD basis).

Computed properties:
- 2S+1: 4
- Frontier orbital gap (alpha / beta): 7.183 / 7.930 eV
- Net charge: +1
- E: -110298.0133 eV
- <S²>: 3.770

Each line ends with the Löwdin spin population.
CARTESIAN COORDINATES (ANGSTROEM)
1 Cr -26.089 -0.947 -24.832  2.847
2 N -25.679 -1.649 -26.567  0.030
3 S -26.113 -2.716 -27.592  0.007
4 O -25.414 -4.000 -27.432  0.008
5 O -26.583 -2.403 -28.937  0.000
6 F -27.445 -2.939 -26.624  0.003
7 S -24.262 -1.395 -27.594  0.005
8 O -24.460 -0.623 -28.798  0.003
9 O -23.147 -2.370 -27.598  0.010
10 F -23.498 -0.327 -26.616  0.001
11 N -26.435 -2.720 -23.964  0.012
12 S -27.921 -3.520 -23.568  0.005
13 O -28.375 -3.541 -22.203  0.004
14 O -28.401 -4.544 -24.468  0.009
15 F -28.810 -2.279 -24.041  0.002
16 S -25.793 -4.143 -23.509  0.006
17 O -25.661 -5.213 -24.485  0.008
18 O -25.959 -4.579 -22.058  -0.013
19 F -24.232 -3.550 -23.498  0.001
20 O -25.363 1.018 -25.305  0.004
21 H -25.094 1.676 -24.664  0.000
22 H -25.728 1.524 -26.030  0.001
23 O -24.084 -0.929 -24.025  0.009
24 H -23.295 -1.471 -24.052  0.001
25 H -23.938 -0.329 -23.294  0.001
26 O -26.668 -0.056 -23.084  0.013
27 H -26.058 0.109 -22.366  0.002
28 H -27.509 0.272 -22.766  0.001
29 O -27.851 -0.313 -25.505  0.020
30 H -28.516 0.011 -24.898  0.001
31 H -28.195 -0.103 -26.373  0.001

Atoms 1-3, force components in eV/Å:
Cr 1.148 -0.125 0.700
N 4.393 2.874 -2.077
S -6.294 -9.748 -1.587

---

Entry from OMol25: a 2-piece molecular cluster, C2H4ClNO2 overall at a distorted geometry (the ωB97M-V functional and the def2-TZVPD basis).

Computed properties:
- Frontier orbital gap (alpha / beta): 8.183 / 8.194 eV
- E: -20243.8179 eV

Each line ends with the Löwdin charge.
CARTESIAN COORDINATES (ANGSTROEM)
1 C 1.076 0.280 0.024  -0.619
2 C -0.398 0.017 0.066  -0.764
3 N -0.807 -1.014 0.842  0.050
4 O 1.451 1.434 -0.515  0.092
5 O 1.845 -0.531 0.460  0.119
6 Cl -1.458 1.394 0.047  0.682
7 H -0.536 -0.472 -1.837  0.144
8 H -0.105 -1.733 0.971  0.113
9 H -1.764 -1.330 0.776  0.108
10 H 0.695 1.953 -0.835  0.074

Atoms 1-3, force components in eV/Å:
C -0.170 -0.144 -0.035
C -0.909 -1.116 -2.993
N 0.260 -0.063 0.319

---

Entry from OMol25: an isolated ion of composition C3H7FOP and charge +1 at a distorted geometry (the ωB97M-V functional and the def2-TZVPD basis).

Computed properties:
- Frontier orbital gap: 11.577 eV
- Net charge: +1
- E: -17269.5771 eV

Each line ends with the Löwdin charge.
CARTESIAN COORDINATES (ANGSTROEM)
1 C 2.108 -0.076 0.089  -0.229
2 P 0.353 -0.742 -0.268  1.033
3 C -0.809 0.787 -0.190  -0.202
4 C -2.226 0.194 0.351  -0.361
5 O -2.279 -0.016 1.588  0.094
6 F -3.278 -0.094 -0.557  0.064
7 H 2.343 0.658 -0.772  0.086
8 H 2.853 -0.941 0.168  0.078
9 H 2.030 0.501 1.085  0.084
10 H -0.079 -1.714 0.714  0.060
11 H 0.256 -1.380 -1.547  0.042
12 H -0.921 1.289 -1.222  0.122
13 H -0.351 1.534 0.561  0.126

Atoms 1-3, force components in eV/Å:
C -0.539 0.078 -0.065
P 0.562 1.357 0.479
C -1.102 -0.498 -0.826

---

> E of number 3 (CrF4H8N2O12S4)?

-110298.0133 eV

---

> Which of these has the highest E?

C3H7FOP